#a
2 unconnected molecules or ions with the total composition C4H11N3O2, computed with ωB97M-V/def2-TZVPD.

ORCA input file:
```
! RIJCOSX wB97M-V def2-TZVPD def2/J DEFGRID3
* xyz 0 1
O 1.3497 0.9525 -0.9354
O 0.1452 -0.2259 -2.4149
N -0.4862 -2.2089 -0.0757
N 0.0584 -2.1619 2.2109
N -0.2389 -0.1610 0.8983
C -0.0535 2.1105 -2.6044
C -0.3769 -1.4059 1.0785
C 0.5483 0.8337 -1.9973
C -0.1952 0.8297 1.9537
H -1.0436 -3.0295 0.1008
H 1.3989 0.1486 -0.3188
H -0.6350 -1.6590 -0.9114
H 0.4826 2.9952 -2.2995
H 0.1200 1.8656 -3.6845
H 0.6042 -2.9908 2.0835
H -0.0421 0.6057 3.0110
H 0.3348 1.6899 1.5156
H 0.3506 -1.4891 2.9001
H -1.1826 1.3740 1.9640
H -1.1387 1.9267 -2.4745
*
```

Results
Orbital gap = 9.38 eV
SMILES = CN=C(N)N.CC(=O)O


#b
2 unconnected molecules or ions with the total composition C4H11N3O2, computed with ωB97M-V/def2-TZVPD.

ORCA input file:
```
! RIJCOSX wB97M-V def2-TZVPD def2/J DEFGRID3
* xyz 0 1
O 1.6162 1.1034 1.3435
O -0.2660 0.5545 2.4371
N 0.0324 -1.8195 0.9827
N -0.1215 1.8066 -1.1033
N -1.4598 -1.5879 -0.7723
C -0.5446 1.8019 0.2986
C 0.2798 0.9046 1.4068
C -0.2566 -1.4472 -0.3394
C 0.9210 -1.3051 -1.2630
H -0.3554 -2.7535 1.1324
H -0.4971 2.6222 -1.5817
H -0.5662 1.0187 -1.5695
H 1.4486 -2.2596 -1.3419
H -0.6078 -1.3666 1.6390
H -1.6032 1.5418 0.4031
H 1.9593 0.7899 2.2017
H -0.4191 2.8146 0.6935
H 0.5918 -0.9564 -2.2433
H 1.6135 -0.5625 -0.8618
H -1.7652 -0.8999 -1.4622
*
```

Results
Orbital gap = 9.76 eV
SMILES = [H]/N=C(\C)N.NCC(=O)O


Q: Which of them is the least stable? A: #b.


#a
A single C4H11N3O2 molecule, computed with ωB97M-V/def2-TZVPD.

ORCA input file:
```
! RIJCOSX wB97M-V def2-TZVPD def2/J DEFGRID3
* xyz 0 1
O -0.2550 -1.0412 2.0044
O -0.5932 -2.2795 -1.1275
N -0.5655 -1.8188 1.0862
N -0.0148 -0.1424 -0.5331
N -0.3919 -1.4042 -0.1244
C 2.3106 0.0632 0.4900
C -2.2432 0.9596 0.0260
C 1.4338 0.0549 -0.7508
C -0.7129 0.9864 0.1175
H 2.0895 1.0315 0.9878
H -2.5487 1.9435 0.4065
H -2.6132 0.8623 -0.9968
H 1.7718 -0.7237 -1.4860
H 1.6141 1.0547 -1.1666
H 2.1807 -0.7652 1.1219
H -2.6734 0.1351 0.6008
H 3.3833 0.1396 0.1702
H -1.3626 -1.9529 -1.6225
H -0.4980 1.0203 1.1847
H -0.3113 1.8768 -0.3881
*
```

Results
Orbital gap = 9.65 eV
SMILES = CCN(CC)N(O)N=O


#b
2 unconnected molecules or ions with the total composition C4H11N3O2, computed with ωB97M-V/def2-TZVPD.

ORCA input file:
```
! RIJCOSX wB97M-V def2-TZVPD def2/J DEFGRID3
* xyz 0 1
O -1.3330 1.4115 -0.7730
O 0.9839 -0.8550 1.4817
N -3.3288 0.3864 -0.5042
N -1.5434 -0.2809 0.7841
N 1.8453 -1.9355 -0.9295
C 1.2489 1.4731 0.8399
C 1.8975 -0.4993 -0.7641
C -1.9653 0.4831 -0.3034
C 1.2122 -0.0041 0.6472
H 1.0941 -2.2428 -1.5366
H 2.1339 1.9092 0.3868
H -2.1456 -0.4194 1.5802
H -3.7054 1.0095 -1.1995
H 0.3780 1.8982 0.3307
H 2.9384 -0.1760 -0.6472
H -3.7637 -0.5035 -0.3029
H 2.1651 -2.4126 -0.0927
H -0.8073 -0.9741 0.7549
H 1.1913 1.7277 1.8976
H 1.5040 0.0045 -1.6497
*
```

Results
Orbital gap = 9.33 eV
SMILES = CC(=O)CN.NC(N)=O


#c
2 unconnected molecules or ions with the total composition C4H11N3O2, computed with ωB97M-V/def2-TZVPD.

ORCA input file:
```
! RIJCOSX wB97M-V def2-TZVPD def2/J DEFGRID3
* xyz 0 1
O -3.3314 -0.4021 0.3775
O -1.4595 -1.4014 0.0611
N 1.8404 1.4338 0.6079
N 1.2380 0.2116 -1.3404
N 2.1472 -0.9331 0.4119
C -1.8157 0.2711 1.7938
C 1.7045 1.0411 -2.4266
C 1.9158 0.3976 -0.0921
C -2.2029 -0.7511 0.7899
H -2.1373 -0.0643 2.8103
H 0.2664 0.2449 -1.1155
H 2.7129 -0.9460 1.1916
H 1.1855 0.8021 -3.3512
H 2.4279 -1.6034 -0.3607
H 2.3298 1.7030 1.5309
H -3.8984 -1.0189 -0.3152
H -0.7144 0.5280 1.6489
H 2.7029 0.7063 -2.7485
H 1.5538 2.0876 -2.4506
H -2.2912 1.2504 1.5040
*
```

Results
Orbital gap = 9.52 eV
SMILES = [H]/N=C(\N)NC.CC(=O)O


#d
2 unconnected molecules or ions with the total composition C4H11N3O2, computed with ωB97M-V/def2-TZVPD.

ORCA input file:
```
! RIJCOSX wB97M-V def2-TZVPD def2/J DEFGRID3
* xyz 0 1
O 1.3125 0.5776 3.3525
O -0.3583 -0.0104 1.9431
N 1.3060 -0.2849 -1.0610
N -0.5587 1.0657 -0.6767
N 0.1698 0.5485 -2.9246
C -1.1195 0.6116 -3.5554
C -0.1733 -1.3801 3.8410
C 0.1660 0.4484 -1.4627
C 0.2623 -0.2236 2.9411
H -1.6590 -0.3209 -3.6497
H -1.4827 1.3568 -0.9630
H -0.1258 -2.2634 3.2190
H 0.9640 0.2026 -3.4328
H 2.2408 -0.0835 -1.3527
H -1.0902 1.1268 -4.5138
H 1.0986 -0.8785 -0.2792
H 1.4301 0.9649 2.4545
H 0.5057 -1.4245 4.7170
H -1.1022 -1.3466 4.4169
H -1.7861 1.3137 -3.0135
*
```

Results
Orbital gap = 9.47 eV
SMILES = [H]/N=C(/N)NC.CC(=O)O


Q: Which of them is the least stable? A: #a.


#a
2 unconnected molecules or ions with the total composition C4H11N3O2, computed with ωB97M-V/def2-TZVPD.

ORCA input file:
```
! RIJCOSX wB97M-V def2-TZVPD def2/J DEFGRID3
* xyz 0 1
O -1.6589 -1.4288 1.0633
O -0.0060 -2.1940 -0.2322
N 0.3284 1.0625 0.2207
N 2.3503 0.2882 0.9209
N 1.9898 2.6230 0.8704
C 1.5913 1.2624 0.6808
C -0.3060 1.8854 -0.8098
C -2.1281 -3.0500 -0.6758
C -1.3049 -2.1793 0.1923
H 0.5535 -1.4509 -0.0066
H 0.4600 2.3733 -1.4186
H -2.3427 -3.9707 -0.1157
H -1.5397 -3.4092 -1.5121
H -0.2143 0.3154 0.5909
H -3.0510 -2.5303 -0.9121
H -0.8635 1.2948 -1.5238
H 1.2595 3.2607 1.1653
H 3.0919 0.2651 1.6086
H 2.6583 2.9160 0.1832
H -0.8676 2.6665 -0.2899
*
```

Results
Orbital gap = 9.72 eV
SMILES = [H]/N=C(\N)NC.CC(=O)O


#b
2 unconnected molecules or ions with the total composition C4H11N3O2, computed with ωB97M-V/def2-TZVPD.

ORCA input file:
```
! RIJCOSX wB97M-V def2-TZVPD def2/J DEFGRID3
* xyz 0 1
O 0.2808 -0.1497 4.5238
O 0.7230 -0.4165 2.3138
N 0.3938 -1.0202 -0.2479
N 1.8970 0.4278 -1.3447
N 0.1701 -0.4241 -2.6092
C -1.1837 -0.5892 -2.9141
C 0.1335 0.0335 3.3450
C -0.9090 1.2354 3.0676
C 0.7378 -0.3693 -1.3321
H -1.2247 1.3442 2.0453
H -0.4958 -1.5256 -0.2564
H -1.6556 -1.5759 -2.8004
H 2.4326 0.7556 -2.1296
H -1.7072 1.2548 3.8137
H -1.3107 -0.4044 -4.0446
H 0.6563 -0.7653 1.4726
H 0.7758 -0.2127 -3.3702
H -2.0177 0.0477 -2.4234
H 2.5330 0.2997 -0.4958
H -0.2292 2.0542 3.3864
*
```

Results
Orbital gap = 9.58 eV
SMILES = [H]/N=C(/N)NC.CC(=O)O


#c
2 unconnected molecules or ions with the total composition C4H11N3O2, computed with ωB97M-V/def2-TZVPD.

ORCA input file:
```
! RIJCOSX wB97M-V def2-TZVPD def2/J DEFGRID3
* xyz 0 1
O 1.8491 0.6452 -0.5235
O 1.4803 1.2969 1.6193
N -0.5752 -0.9659 1.4381
N -1.0889 -0.5789 -0.8890
N -2.5872 -1.7869 0.4816
C -2.0179 -0.6046 -2.0603
C 3.4897 2.0204 0.4504
C -1.3594 -1.0842 0.2108
C 2.2616 1.2597 0.6391
H 4.3502 1.2902 0.7291
H -2.0603 0.5506 -2.1604
H 0.3547 -0.7007 1.4474
H -2.8053 -2.2197 1.3671
H -3.4597 -1.7466 -0.1240
H 1.0308 0.0215 -0.5012
H -1.1104 -0.5130 2.0773
H -3.0301 -0.9180 -1.9782
H -1.6900 -1.2618 -2.8558
H 3.5309 2.5036 -0.5403
H 3.4371 2.7921 1.1726
*
```

Results
Orbital gap = 9.90 eV
SMILES = CN=C(N)N.CC(=O)O


#d
2 unconnected molecules or ions with the total composition C4H11N3O2, computed with ωB97M-V/def2-TZVPD.

ORCA input file:
```
! RIJCOSX wB97M-V def2-TZVPD def2/J DEFGRID3
* xyz 0 1
O -0.0183 -0.4966 -2.2933
O -0.7824 1.5476 -2.8368
N 0.0733 -0.4203 1.3079
N 1.9093 -0.9811 -0.0346
N 2.2713 0.1538 1.9499
C -0.9321 0.2568 -2.4630
C -0.3984 0.0039 2.6161
C 1.3238 -0.3706 1.1005
C -2.3714 -0.1146 -2.2381
H 1.3000 -1.7460 -0.3087
H -1.4840 0.0248 2.5702
H -2.5543 -0.0013 -1.1702
H -2.5291 -1.1300 -2.6012
H 2.2152 1.0474 2.4073
H 3.2045 -0.1599 1.7388
H 1.8850 -0.3355 -0.8192
H -0.0970 -0.7455 3.3566
H 0.0880 1.9064 -2.6292
H -0.0432 0.9603 3.0251
H -3.0600 0.6003 -2.6781
*
```

Results
Orbital gap = 9.42 eV
SMILES = CN=C(N)N.CC(=O)O


Q: Which of them is the least stable? A: #b.